[1]
Computed, not measured: C16H24AsCaF9NO14 as an isolated structure at a distorted geometry, with ωB97M-V/def2-TZVPD.

Computed properties:
Net charge: -1
Orbital gap (eV): 5.5
ΔE to the lowest compared entry with this formula, charge and spin (kcal per mole): 0.0
E_HOMO (hartree): -0.1444

Element x y z (Å)
1 As 2.813418 -2.814682 -2.401597
2 Ca 0.360178 -1.296602 0.349133
3 F 0.310048 1.048558 -2.872027
4 F 3.745408 -3.710642 -3.681647
5 F 1.879838 -1.926122 -1.243697
6 F -1.494842 1.295458 -4.093427
7 F 4.256958 -2.692672 -1.324687
8 F 1.161318 -3.075212 -3.329177
9 F -1.500312 2.040008 -2.009087
10 F 3.174718 -1.308142 -3.312597
11 F 2.267068 -4.374552 -1.578717
12 O 2.538798 -1.182892 1.062913
13 O 0.381098 1.070508 0.745053
14 O -3.496182 -0.937352 2.488353
15 O 1.730438 2.426718 1.771763
16 O -3.705892 0.286678 0.734153
17 O 4.252048 -1.783562 2.319083
18 O -1.751452 -0.727202 0.905863
19 O -0.182772 -5.378962 0.827603
20 O 3.619108 0.434708 2.569943
21 O 0.005648 -3.343412 1.360513
22 O -0.744022 -1.144442 -1.915377
23 O -2.633252 -1.066402 -3.178337
24 O 1.396188 2.716668 -0.351817
25 O -0.387062 -3.792862 -0.599837
26 N -0.235432 -4.207012 0.524373
27 C 4.780688 0.357758 3.299923
28 C -6.204972 0.224358 0.399313
29 C -4.973782 0.366318 1.359413
30 C -3.887312 -0.482542 -3.415497
31 C 2.373588 4.721038 -0.950287
32 C 1.135248 2.036198 0.699883
33 C 2.602528 3.451608 1.420393
34 C 4.568058 1.091358 4.575733
35 C 2.563298 3.437718 -0.216417
36 C 3.370748 -0.837602 1.927983
37 C -1.039922 1.065558 -2.812037
38 C -2.924842 -0.514902 1.268213
39 C -1.763682 -0.251012 -2.324237
40 C -4.885162 -0.689862 2.448283
41 C 4.983078 -1.200622 3.323613
42 C -4.667772 -1.279032 -4.460977
43 H 2.145278 4.501368 -1.993227
44 H -5.499932 -0.657412 -4.791437
45 H -6.169122 0.863808 -0.482687
46 H 4.685988 -1.761082 4.210013
47 H 3.307468 2.790918 -0.681137
48 H 2.175588 4.353398 1.859243
49 H -4.925622 -2.324142 -4.289627
50 H -6.059772 -0.771782 -0.018687
51 H 1.611918 5.359588 -0.502827
52 H 4.139118 2.076638 4.393133
53 H 3.570028 3.150438 1.822063
54 H 3.327018 5.245788 -0.889497
55 H 3.972398 0.504518 5.274953
56 H 5.616288 1.208348 4.850713
57 H 5.548338 0.786268 2.655563
58 H -4.950782 -0.412002 3.500223
59 H -4.608222 -0.392882 -2.602877
60 H -5.010402 1.349638 1.828283
61 H -2.378802 0.003688 -1.461197
62 H -7.112272 0.119118 0.994143
63 H -4.186192 -1.414522 -5.429397
64 H 6.045978 -1.435922 3.269043
65 H -3.674902 0.428018 -3.975727
66 H -5.360212 -1.624742 2.150913

Atomic forces in eV per Å
As -2.3 -3.0 -2.4
Ca -1.3 -1.0 -2.6
F -1.5 0.6 0.4
F -0.9 0.9 1.7
F 0.4 0.4 0.1
F 0.6 1.0 0.3
F -1.3 0.1 -1.2
F 3.3 0.8 1.0
F 0.8 1.0 -0.2
F -0.2 -1.3 1.3
F 1.6 2.0 -0.8
O 2.8 2.9 3.9
O 0.7 1.2 -0.3
O 2.6 -0.9 -2.0
O 0.6 0.3 1.3
O -2.7 2.4 -3.4
O -1.1 2.1 -1.1
O -4.5 0.4 1.8
O -0.6 -1.5 0.4
O -3.4 -2.9 -3.4
O 0.7 2.7 4.1
O -1.6 2.6 0.3
O 0.1 1.3 0.3
O -1.7 -0.4 -1.9
O -1.0 0.1 -2.2
N 0.9 -1.1 -1.5
C 0.1 -1.9 -0.5
C 2.1 -1.6 0.3
C -2.1 1.5 0.5
C 0.3 -0.8 -2.4
C 1.0 0.5 0.2
C -3.3 -4.3 0.3
C 1.4 0.9 -1.3
C 1.3 -0.2 0.0
C 0.3 0.3 2.0
C -1.7 -1.3 -2.8
C -1.6 -2.5 -1.4
C 5.5 -2.7 2.9
C 3.6 -4.4 2.2
C 1.2 -0.5 0.2
C 2.5 0.0 2.9
C 0.2 -0.3 -1.4
H 0.0 0.1 0.1
H -0.7 -0.3 0.5
H -0.4 0.5 0.6
H -0.3 0.8 0.7
H 0.7 0.4 0.3
H 0.6 0.4 -0.2
H -0.4 0.2 0.9
H -0.1 -0.3 -0.2
H -0.1 -0.2 0.0
H 0.0 -0.1 0.0
H 0.1 0.6 0.0
H 0.0 0.3 -0.3
H 0.2 0.2 0.1
H -0.2 0.3 1.2
H 0.4 0.2 0.3
H -1.7 0.3 -0.3
H 0.5 0.4 0.8
H 0.1 0.2 -0.1
H -0.4 0.7 0.0
H -0.1 0.7 -0.2
H 1.0 0.4 0.1
H 0.1 0.0 -0.6
H -0.5 0.8 0.7
H -0.5 0.1 0.3

***

[2]
Computed, not measured: a 2-piece molecular cluster, C5H11N overall at a distorted geometry, with ωB97M-V/def2-TZVPD.

Computed properties:
Orbital gap (eV): 9.3
SMILES: C=CC.C=CN
ΔE to the lowest compared entry with this formula, charge and spin (kcal per mole): 45.4
E_HOMO (hartree): -0.3019

Element x y z (Å)
1 N -1.135428 -0.530092 -3.225185
2 C -0.544432 -0.715466 -1.963092
3 C 1.542302 0.067498 0.850448
4 C -1.025372 -1.581981 -1.062115
5 C 0.420139 1.200300 2.794872
6 C 0.966336 1.116361 1.391965
7 H 1.655409 -0.929262 1.241276
8 H 0.244486 -0.010993 -1.751090
9 H -1.570252 -2.397064 -1.539190
10 H -0.667584 1.320903 2.716467
11 H 0.546720 0.224497 3.258249
12 H 0.901242 2.043989 0.835006
13 H 0.928898 1.957048 3.379706
14 H -2.097366 -0.834837 -3.231780
15 H -0.846320 -1.515301 -0.007937
16 H -1.111371 0.445904 -3.481864
17 H 1.792593 0.138494 -0.205733

Atomic forces in eV per Å
N 0.5 -0.1 -0.1
C -1.0 0.5 0.6
C -0.1 -0.2 -1.6
C 0.4 -0.1 -1.3
C -0.2 -1.1 -0.8
C 0.0 0.6 1.1
H 0.0 0.0 0.6
H 0.0 0.3 0.2
H -0.6 0.2 0.8
H 0.2 0.5 0.3
H 0.2 0.0 0.3
H 0.0 -0.1 -0.3
H -0.3 0.3 0.1
H 0.0 -0.1 -0.1
H 0.5 -0.4 0.1
H 0.2 -0.1 -0.2
H 0.3 0.0 0.2